Model 1:
15
Properties=species:S:1:pos:R:3 method="wB97M-V/def2-TZVPD" homo_energy_ha=-0.31755 molar_mass_g_mol=123.25 orbital_gap_ev=8.34 smiles=CSSCCN lumo_energy_ev=-0.3
N 2.46375 -0.71034 1.15633
C 1.22003 -1.45847 1.00007
C 0.44588 -1.43017 -0.31741
S 0.24006 0.17103 -1.13142
S -1.17172 0.84753 0.57633
C -2.27857 1.69447 -0.56114
H 2.29019 0.27145 1.34628
H 2.94603 -0.73223 0.26299
H 1.55664 -2.49455 1.10311
H 0.50075 -1.24623 1.78853
H 0.77954 -2.04371 -1.15654
H -0.55368 -1.81213 -0.09690
H -1.87056 2.60412 -0.99348
H -2.47959 0.96659 -1.35658
H -3.31642 1.83374 -0.24928

---

Model 2:
15
Properties=species:S:1:pos:R:3 method="wB97M-V/def2-TZVPD" homo_energy_ha=-0.30414 molar_mass_g_mol=123.25 orbital_gap_ev=8.75 smiles="C=C(C)N.SS" lumo_energy_ev=0.5
C 0.64061 -1.08148 -0.83098
C 0.90162 0.31215 -0.32980
C 0.72587 1.40407 -1.07248
N 1.29797 0.35042 1.00935
H -0.21649 -1.50732 -0.30411
H 1.50032 -1.72907 -0.65963
H 0.42377 -1.03231 -1.89453
H 0.97130 2.38424 -0.68615
H 0.37251 1.29145 -2.08535
H 1.68483 -0.51184 1.35977
H 1.81241 1.15696 1.32684
S -3.07427 -0.41768 0.06878
S -2.06033 -0.97270 1.77850
H -3.93040 0.44172 0.64028
H -1.04972 -0.08861 1.67950

---

Model 3:
15
Properties=species:S:1:pos:R:3 method="wB97M-V/def2-TZVPD" homo_energy_ha=-0.31597 molar_mass_g_mol=123.25 orbital_gap_ev=8.79 smiles="C=NC.CSS" lumo_energy_ev=0.2
C 0.74616 -1.97897 2.09046
S 0.18098 -0.31948 2.33231
S 1.79393 0.63646 1.19686
H 1.80923 -2.07799 2.47600
H 0.86776 -2.33243 1.03862
H -0.01719 -2.59612 2.66134
H 2.74958 -0.34190 1.62993
C -1.48289 -0.31696 -2.53792
C -2.28256 1.39717 -3.86299
N -1.20583 0.87436 -3.34862
H -2.06501 -0.08220 -1.58919
H -0.61625 -0.70347 -2.25489
H -2.10394 -1.09345 -3.04352
H -2.32802 2.44160 -4.20334
H -3.33816 0.98643 -3.87858

---

Tell me which of them is the least stable. Sure, it is model 3.

---

Model 1:
15
Properties=species:S:1:pos:R:3 method="wB97M-V/def2-TZVPD" homo_energy_ha=-0.32863 molar_mass_g_mol=123.25 orbital_gap_ev=9.57 smiles=NCCCSS lumo_energy_ev=0.6
S 1.72205 0.62679 0.79687
S 0.35091 -0.73590 1.47737
C -1.22086 -0.33466 0.64842
C -1.32540 -0.61489 -0.83824
C -0.57981 0.39211 -1.73545
N -1.17641 0.47252 -3.05114
H 1.51925 1.59462 1.70567
H -1.86893 -0.94354 1.25511
H -1.46112 0.71361 0.84241
H -0.95328 -1.62059 -1.05874
H -2.37066 -0.57927 -1.12297
H -0.63416 1.36570 -1.24908
H 0.47473 0.09948 -1.80463
H -1.28032 1.41023 -3.39364
H -0.82662 -0.16307 -3.74461

---

Model 2:
15
Properties=species:S:1:pos:R:3 method="wB97M-V/def2-TZVPD" homo_energy_ha=-0.30429 molar_mass_g_mol=123.25 orbital_gap_ev=3.41 lumo_energy_ev=-4.9
N 1.29995 1.42845 -0.31642
C 0.42787 0.29337 0.06471
C 0.32508 -0.72975 -0.98540
C -0.94996 0.96384 0.30812
S -0.89774 2.40548 1.33754
S -0.89870 -2.45485 1.00640
H 0.65750 2.32857 -0.16050
H 2.19236 1.40231 0.15453
H 0.87645 -0.17231 0.99600
H -0.74031 -1.10886 -1.01412
H 0.57548 -0.32813 -1.92862
H 1.07222 -1.54174 -0.78989
H -1.40471 1.24362 -0.65144
H -1.50890 -0.01194 0.67438
H -1.02657 -3.71805 1.30471

---

Model 3:
15
Properties=species:S:1:pos:R:3 method="wB97M-V/def2-TZVPD" homo_energy_ha=-0.31211 molar_mass_g_mol=123.25 orbital_gap_ev=9.18 smiles=CNCCSS lumo_energy_ev=0.7
S -1.25458 1.29714 -3.51427
S -0.94859 1.88663 -1.62394
C -0.55487 0.27476 -0.91641
C -0.21719 0.46075 0.61682
N 0.22240 -0.87300 1.17421
C 1.62688 -1.04596 1.49378
H -2.58420 0.90194 -3.40184
H -1.44473 -0.38994 -0.90698
H 0.18530 -0.28826 -1.41718
H -1.10624 0.71975 1.25698
H 0.42012 1.34865 0.52634
H -0.49859 -1.33580 1.82846
H 2.17920 -0.61861 0.59563
H 1.91121 -1.99807 2.01272
H 2.06387 -0.33999 2.27569

---

Tell me which of them is the least stable. Sure, it is model 2.

---

Model 1:
15
Properties=species:S:1:pos:R:3 method="wB97M-V/def2-TZVPD" homo_energy_ha=-0.31407 molar_mass_g_mol=123.25 orbital_gap_ev=9.17 smiles=CSSCCN lumo_energy_ev=0.6
N -2.02419 -1.01011 -0.55656
C -1.42369 0.25374 -0.21358
C -0.60666 0.17960 1.10459
S 0.53728 -1.16216 1.49981
S 1.75628 -1.19689 -0.22922
C 2.27462 0.52463 -0.37205
H -2.15348 -1.06893 -1.56704
H -1.35311 -1.78009 -0.51777
H -2.20558 0.96861 0.02251
H -0.72930 0.56468 -1.01983
H -1.37643 0.12322 1.86442
H 0.01959 1.06674 1.17743
H 2.66024 0.88209 0.59225
H 1.41763 1.00930 -0.82159
H 3.20680 0.64558 -0.96336

---

Model 2:
15
Properties=species:S:1:pos:R:3 method="wB97M-V/def2-TZVPD" homo_energy_ha=-0.31156 molar_mass_g_mol=123.25 orbital_gap_ev=9.08 smiles="C=CN.CSS" lumo_energy_ev=0.6
C -1.20290 0.15560 -1.66846
S -1.66894 -0.85146 -0.12983
S -0.02763 -2.10021 -0.16702
H -1.70398 -0.43430 -2.41919
H -1.74300 1.07750 -1.44914
H -0.16844 0.46314 -1.61711
H 0.86136 -1.32440 0.48907
C 1.26445 1.53011 1.86740
C 1.14076 1.95626 0.61602
N 2.21789 2.47953 -0.08018
H 2.29224 1.52287 2.22476
H 0.52220 1.18559 2.56623
H 0.19682 2.04943 0.09255
H 3.09085 2.55290 0.41739
H 2.40917 2.32588 -1.05498

---

Tell me which of them is the least stable. Sure, it is model 2.

---

Model 1:
34
Properties=species:S:1:pos:R:3 method="wB97M-V/def2-TZVPD" homo_energy_ha=-0.35032 molar_mass_g_mol=218.35 orbital_gap_ev=9.59 lumo_energy_ev=0.1
Ne 0.48850 -0.12084 -0.03235
O 1.83374 -3.23404 -1.61480
H 2.39347 -3.16671 -2.38837
H 2.39218 -2.95437 -0.88944
O 3.12733 -2.70218 0.74505
H 3.47515 -2.20928 1.48822
H 3.88345 -2.84247 0.17511
O 0.07909 0.98647 -3.89136
H -0.57184 1.08947 -3.19716
H 0.85775 1.43258 -3.55834
O 0.11506 2.86751 2.16456
H -0.75911 2.54225 2.37969
H 0.17565 3.70944 2.61590
O -3.03902 -0.17387 -0.05367
H -3.88920 -0.46602 0.27505
H -2.40015 -0.63859 0.48681
O 2.60100 1.97402 -2.94574
H 2.93143 1.08835 -2.79531
H 2.16650 2.21048 -2.12627
O 0.81635 -3.09810 2.41595
H 1.34621 -3.17387 1.62239
H 0.75425 -3.99319 2.74941
O -1.99399 -2.56127 1.77090
H -1.12515 -2.90174 1.98403
H -2.39745 -2.38422 2.62066
O 0.85718 3.24336 -0.70581
H 0.51950 3.14171 0.18406
H 0.19355 3.76593 -1.15609
O -1.88531 1.40430 -1.83915
H -2.09047 2.26582 -1.47596
H -2.26795 0.78466 -1.21796
O -2.48084 1.42449 2.13369
H -3.21330 1.76310 2.64854
H -2.89347 0.92687 1.42776

---

Model 2:
34
Properties=species:S:1:pos:R:3 method="wB97M-V/def2-TZVPD" homo_energy_ha=-0.36142 molar_mass_g_mol=218.35 orbital_gap_ev=9.57 lumo_energy_ev=-0.3
Ne -0.63147 0.03247 -0.05320
O 2.25700 1.09597 -1.29484
H 2.97386 0.47301 -1.17543
H 2.68833 1.94757 -1.36524
O -2.02421 -0.34693 2.93829
H -2.79206 -0.81643 3.26421
H -2.37047 0.48560 2.61702
O -2.90804 1.02574 -2.33457
H -2.57154 1.45664 -1.54887
H -2.53992 0.14281 -2.30038
O -1.90744 2.41300 -0.22876
H -2.18289 2.27050 0.67681
H -1.80406 3.36180 -0.30168
O 1.80169 0.81727 3.38456
H 1.30042 1.39917 2.81329
H 1.39133 -0.04031 3.27322
O 3.82674 -1.14998 -0.47026
H 2.92013 -1.45517 -0.43628
H 4.00949 -0.84136 0.41720
O 0.55685 -1.48346 2.20609
H -0.31278 -1.22124 2.50810
H 0.39533 -1.95193 1.38714
O 1.23382 0.80206 -3.80050
H 1.55236 1.01073 -2.92230
H 1.86338 1.21824 -4.38931
O 0.71836 2.15441 1.31017
H -0.22958 2.17634 1.17923
H 1.06886 1.84445 0.47512
O -2.82804 -1.85442 -1.71660
H -2.14208 -2.05320 -2.35391
H -2.94555 -2.66935 -1.22844
O -0.18933 -3.13346 0.08617
H 0.51024 -3.17192 -0.56602
H -0.68881 -3.93859 -0.04990

---

Tell me which of them is the least stable. Sure, it is model 2.